Entry 1:
C20H30CuGe2N2S as an isolated structure, computed with ωB97M-V/def2-TZVPD.

Computed properties:
Highest occupied orbital energy, eV: -10.84
M, g mol⁻¹: 539.3
Orbital gap, eV: 7.019

```
! RIJCOSX wB97M-V def2-TZVPD def2/J DEFGRID3
* xyz 1 1
Ge -0.91 -0.99 -1.93
Ge -1.47 -1.70 0.69
Cu 0.34 -0.25 -0.02
S 2.17 0.84 0.70
N 1.98 3.41 1.30
N 0.02 2.40 0.56
C -3.82 -3.47 -0.15
C -2.72 -2.57 -0.56
C -1.46 0.80 -2.55
C 1.33 2.30 0.86
C -5.90 -5.17 0.65
C -2.41 -2.21 -1.81
C -5.06 -4.59 1.60
C -4.04 -3.75 1.19
C -0.58 3.56 0.70
C -3.29 -0.70 2.84
C -0.82 -3.89 2.61
C -4.67 -4.06 -1.09
C 0.06 4.73 1.15
C 0.61 -1.73 -2.93
C -2.24 -0.27 1.82
C -5.69 -4.90 -0.69
C -0.21 -2.87 1.65
C 1.38 4.61 1.45
C -2.26 0.73 -3.86
C 0.18 -2.30 -4.28
H -1.64 3.59 0.44
H 2.00 5.42 1.81
H -1.68 0.32 -4.67
H -1.40 0.21 2.32
H -0.46 5.67 1.26
H -0.57 -3.09 -4.17
H 2.96 3.31 1.53
H -4.17 -1.12 2.35
H 1.06 -2.52 -2.32
H -1.45 -4.61 2.08
H -2.66 0.47 1.13
H -5.21 -4.79 2.65
H -6.34 -5.35 -1.44
H -2.97 -2.57 -2.67
H -6.70 -5.82 0.96
H -2.59 1.73 -4.17
H -0.24 -1.54 -4.93
H -0.57 1.42 -2.67
H -2.06 1.25 -1.76
H -2.90 -1.45 3.53
H 0.38 -3.39 0.88
H -3.16 0.12 -3.74
H 1.36 -0.95 -3.06
H 1.03 -2.74 -4.81
H -0.03 -4.46 3.11
H -3.62 0.15 3.44
H -3.39 -3.31 1.94
H -1.43 -3.42 3.38
H -4.53 -3.87 -2.15
H 0.48 -2.22 2.18
*
```

Entry 2:
A 6-piece molecular cluster, C20H30FO15 overall at a distorted geometry, computed with ωB97M-V/def2-TZVPD.

Computed properties:
Highest occupied orbital energy, eV: -7.05
M, g mol⁻¹: 529.4
Orbital gap, eV: 9.288

```
! RIJCOSX wB97M-V def2-TZVPD def2/J DEFGRID3
* xyz -1 1
F -0.25 0.41 -0.41
O 1.87 -0.06 -6.47
O 0.11 4.90 1.81
O 1.93 -0.28 -4.35
O 0.42 1.01 -5.13
O -3.87 -2.22 3.63
O -2.37 -2.91 2.13
O -0.35 7.12 1.35
O 1.89 -0.78 2.78
O 3.61 -3.15 -3.10
O 3.31 -1.78 -1.41
O 1.38 -0.12 4.81
O -0.05 5.44 -0.25
O 1.90 -3.44 -1.45
O -4.25 -2.10 1.38
O 3.11 -1.52 4.52
C 2.23 -0.79 4.14
C -0.10 4.03 -0.29
C 3.04 -2.87 -2.00
C 2.56 -1.67 -0.26
C -2.30 -2.71 0.70
C 1.40 0.19 -5.37
C -1.41 0.75 -3.67
C 0.93 -0.16 -3.20
C -0.13 1.77 4.47
C 1.22 -3.63 0.71
C 0.35 0.31 4.01
C 1.15 3.61 -1.09
C 0.86 0.14 2.56
C -0.06 5.89 0.97
C 0.10 0.99 -3.77
C 0.09 3.72 1.21
C -3.80 -2.69 0.22
C -3.55 -2.44 2.43
C -3.87 -1.92 -1.07
C 1.43 -2.62 -0.37
H 2.29 -4.01 0.81
H 0.60 2.58 4.17
H 2.35 -0.57 -0.18
H 1.18 3.64 1.42
H 0.61 -4.30 0.18
H 1.23 2.59 -0.92
H 0.59 -1.13 -3.10
H -1.47 0.59 -2.59
H -1.87 1.57 -4.19
H -0.96 1.93 3.80
H 1.35 0.12 -2.01
H -0.27 1.86 5.56
H 0.12 -0.39 1.90
H -0.65 2.92 1.63
H -1.77 -3.58 0.19
H -4.82 -1.48 -1.35
H 0.86 -3.25 1.75
H -1.79 -1.82 0.44
H 2.08 3.90 -0.80
H 1.08 0.98 2.08
H -0.45 -0.34 4.19
H 0.36 1.91 -3.43
H -1.11 3.63 -0.38
H -3.52 -2.28 -2.01
H -3.45 -1.07 -0.92
H 0.60 -2.25 -0.82
H -1.92 0.00 -3.95
H -4.15 -3.65 -0.02
H 1.07 3.42 -2.13
H 3.30 -1.94 0.50
*
```

Entry 3:
One molecule with the formula C20H30N2O4S at a distorted geometry, computed with ωB97M-V/def2-TZVPD.

Computed properties:
Highest occupied orbital energy, eV: -8.85
M, g mol⁻¹: 394.5
SMILES: COc1ccc(S(=O)(=O)N2CCC(C(=O)NCC3CCCCC3)CC2)cc1
Orbital gap, eV: 9.505

```
! RIJCOSX wB97M-V def2-TZVPD def2/J DEFGRID3
* xyz 0 1
S 1.38 -0.68 0.25
O 6.39 -3.68 -0.59
O 0.74 -1.13 1.46
O -4.20 -0.11 -0.76
O 1.65 0.72 0.10
N 0.54 -1.21 -1.11
N -3.35 0.99 1.02
C -1.85 -0.35 -0.30
C -3.38 3.89 1.95
C -3.05 5.66 0.21
C -1.85 -1.78 -0.85
C -4.55 1.71 1.36
C 6.72 -4.84 0.13
C 2.90 -1.60 0.05
C 5.23 -3.05 -0.33
C 4.28 -3.47 0.61
C -4.13 3.49 -0.40
C 4.98 -1.88 -1.07
C -3.34 5.39 1.68
C -0.41 -2.29 -0.90
C 3.82 -1.17 -0.88
C -4.09 4.99 -0.67
C -3.26 0.17 -0.05
C 0.03 -0.15 -1.96
C -1.16 0.57 -1.32
C 3.12 -2.74 0.79
C -4.44 3.22 1.08
H 5.73 -1.57 -1.79
H -3.04 6.74 0.03
H 5.99 -5.64 -0.04
H -2.57 5.86 2.31
H -2.30 -1.77 -1.84
H -1.88 0.86 -2.09
H -1.28 -0.35 0.64
H 2.38 -3.04 1.52
H 0.85 0.54 -2.15
H 3.63 -0.26 -1.44
H -2.51 1.19 1.55
H -3.59 3.70 3.01
H -0.14 -2.75 0.05
H -2.39 3.47 1.73
H -0.26 -0.62 -2.91
H 6.79 -4.64 1.21
H -2.06 5.28 -0.04
H -0.81 1.47 -0.81
H -5.34 1.28 0.75
H -5.07 5.42 -0.47
H 7.69 -5.16 -0.24
H -3.17 3.05 -0.66
H -0.28 -3.02 -1.70
H -4.78 1.55 2.41
H -3.86 5.17 -1.72
H 4.45 -4.36 1.20
H -5.41 3.66 1.32
H -4.30 5.83 1.95
H -4.89 3.01 -1.02
H -2.46 -2.43 -0.22
*
```

Entry 4:
One molecule with the formula C20H30N2O5S at a distorted geometry, computed with ωB97M-V/def2-TZVPD.

Computed properties:
Highest occupied orbital energy, eV: -8.42
M, g mol⁻¹: 410.5
SMILES: COC[C@@H]1CCCCN1C(=O)c1cccc(OC2CCN(S(C)(=O)=O)CC2)c1
Orbital gap, eV: 8.775

```
! RIJCOSX wB97M-V def2-TZVPD def2/J DEFGRID3
* xyz 0 1
S 1.05 3.05 -0.42
O 1.27 1.71 -0.87
O 0.76 3.25 0.97
O -2.85 0.88 -1.32
O 1.00 -3.26 -1.98
O 0.02 -0.26 2.78
N 1.10 -2.56 0.17
N -0.11 3.85 -1.33
C -3.55 -1.35 -1.38
C -2.50 -0.44 -1.27
C 0.46 -2.12 1.38
C 2.49 -2.95 0.29
C 0.63 -3.18 2.49
C -0.30 3.29 -2.65
C 2.09 -3.61 2.66
C 0.46 -2.76 -1.01
C -1.20 -0.91 -1.12
C -1.10 1.98 -2.61
C 2.65 -4.07 1.32
C -3.30 -2.71 -1.35
C -0.96 -2.28 -1.08
C -1.84 1.86 -1.27
C 0.39 0.98 3.35
C -2.00 -3.18 -1.21
C -1.34 4.21 -0.66
C -2.47 3.21 -0.93
C 0.95 -0.74 1.84
C 2.52 4.03 -0.83
H 2.81 -3.29 -0.70
H -0.44 1.13 -2.75
H -3.11 3.11 -0.06
H -4.12 -3.40 -1.44
H 2.68 -2.77 3.03
H 1.03 -0.06 0.98
H 3.35 3.63 -0.27
H -1.63 5.22 -0.99
H -1.80 -4.24 -1.20
H -3.09 3.52 -1.78
H -1.85 1.96 -3.41
H 3.09 -2.08 0.58
H 1.33 0.88 3.90
H -1.12 1.61 -0.47
H -4.55 -0.97 -1.49
H -0.41 1.25 4.03
H -0.35 -0.25 -1.03
H 2.15 -4.41 3.39
H 2.10 -4.95 0.97
H -0.61 -2.01 1.19
H 1.95 -0.80 2.30
H 2.31 5.05 -0.54
H -1.10 4.25 0.40
H 2.70 3.95 -1.90
H 0.24 -2.76 3.41
H -0.82 4.05 -3.25
H 3.70 -4.33 1.41
H 0.68 3.12 -3.08
H 0.50 1.76 2.58
H 0.04 -4.05 2.22
*
```